Record 1
{
  "formula": "C20H39N3O12",
  "method": "wB97M-V/def2-TZVPD",
  "lumo_energy_ha": 0.0980,
  "fmax_ev_per_a": 2.0,
  "e_tot_ha": -1852.7005,
  "total_charge": -2,
  "species": ["N", "H", "H", "H", "H", "C", "C", "O", "O", "H", "H", "H", "C", "C", "O", "O", "H", "H", "H", "C", "C", "O", "O", "H", "H", "H", "C", "C", "C", "O", "C", "N", "H", "H", "H", "H", "H", "H", "H", "H", "H", "H", "H", "C", "C", "C", "O", "C", "N", "H", "H", "H", "H", "H", "H", "H", "H", "H", "H", "H", "C", "C", "C", "O", "C", "C", "C", "O", "O", "O", "H", "H", "H", "H"],
  "xyz": [[-6.99, 30.88, -2.84], [-7.90, 31.05, -3.27], [-6.85, 31.44, -1.97], [-6.24, 31.18, -3.51], [-6.97, 29.85, -2.73], [-2.73, 31.44, -5.34], [-4.04, 31.02, -4.66], [-4.07, 29.92, -4.10], [-4.99, 31.87, -4.67], [-2.49, 30.70, -6.12], [-1.90, 31.44, -4.64], [-2.88, 32.43, -5.77], [-9.27, 27.61, -1.95], [-7.90, 27.56, -2.70], [-7.89, 26.98, -3.82], [-6.96, 28.08, -2.07], [-9.13, 26.82, -1.20], [-10.18, 27.47, -2.54], [-9.38, 28.56, -1.42], [-7.55, 30.82, 1.74], [-6.40, 31.17, 0.77], [-5.28, 30.76, 1.09], [-6.72, 31.84, -0.26], [-7.33, 31.23, 2.72], [-7.46, 29.74, 1.91], [-8.53, 31.03, 1.33], [-4.77, 35.89, -1.59], [-5.65, 34.68, -1.88], [-6.49, 34.89, -3.13], [-7.38, 33.83, -3.37], [-8.03, 33.96, -4.61], [-4.87, 33.45, -1.87], [-4.15, 35.65, -0.73], [-5.34, 36.81, -1.42], [-4.06, 35.96, -2.43], [-6.35, 34.60, -1.04], [-5.79, 35.07, -3.96], [-7.10, 35.81, -3.08], [-8.40, 34.99, -4.70], [-8.93, 33.33, -4.65], [-7.39, 33.60, -5.43], [-5.43, 32.71, -1.45], [-4.73, 33.12, -2.83], [-7.22, 29.24, -6.10], [-8.47, 30.13, -6.03], [-9.58, 29.68, -6.98], [-9.25, 30.03, -8.32], [-10.05, 29.39, -9.26], [-8.98, 30.07, -4.64], [-6.88, 29.22, -7.14], [-7.40, 28.23, -5.72], [-6.45, 29.76, -5.53], [-8.20, 31.16, -6.26], [-10.52, 30.18, -6.71], [-9.63, 28.59, -6.90], [-11.09, 29.31, -8.91], [-9.67, 28.37, -9.44], [-10.08, 29.93, -10.21], [-9.98, 30.24, -4.71], [-8.95, 29.10, -4.31], [-11.31, 34.17, 0.53], [-12.05, 33.15, 0.94], [-11.91, 31.77, 0.40], [-12.53, 30.83, 0.85], [-11.01, 31.62, -0.73], [-10.20, 32.62, -1.11], [-10.31, 34.01, -0.55], [-9.69, 34.95, -0.99], [-9.33, 32.47, -2.09], [-12.95, 33.28, 1.93], [-11.44, 35.09, 1.07], [-10.90, 30.66, -1.22], [-8.79, 33.27, -2.25], [-13.35, 32.41, 2.06]]
}

Record 2
{
  "formula": "C3H6FNO",
  "method": "wB97M-V/def2-TZVPD",
  "lumo_energy_ha": 0.0302,
  "fmax_ev_per_a": 8.1,
  "e_tot_ha": -347.6600,
  "species": ["O", "C", "N", "C", "C", "F", "H", "H", "H", "H", "H", "H"],
  "xyz": [[0.66, -1.66, -1.83], [0.50, -0.57, -1.09], [0.26, -0.86, 0.25], [0.34, 0.09, 1.17], [-0.86, 0.93, 1.13], [-0.76, 1.70, 0.08], [0.53, 0.66, -1.57], [0.04, -1.86, 0.27], [0.89, -0.24, 2.14], [1.07, 1.05, 0.96], [-1.00, 1.55, 2.05], [-1.66, 0.05, 1.07]]
}

Record 3
{
  "formula": "C28H26N4O3PdS2",
  "method": "wB97M-V/def2-TZVPD",
  "lumo_energy_ha": -0.0060,
  "fmax_ev_per_a": 0.9,
  "e_tot_ha": -2451.6161,
  "species": ["Pd", "C", "C", "N", "N", "C", "S", "S", "C", "C", "C", "C", "C", "C", "C", "C", "C", "C", "C", "C", "C", "O", "H", "H", "H", "H", "H", "H", "H", "H", "H", "H", "H", "H", "H", "H", "O", "C", "C", "C", "C", "N", "C", "C", "C", "C", "C", "C", "O", "C", "C", "N", "H", "H", "H", "H", "H", "H", "H", "H", "H", "H", "H", "H"],
  "xyz": [[0.46, -0.11, 0.46], [-3.75, -0.93, 0.50], [-2.40, -0.39, 0.13], [-1.37, -0.66, 0.88], [-1.64, -1.46, 2.00], [-0.58, -1.83, 2.61], [1.05, -1.43, 2.19], [-0.69, -2.90, 4.01], [-2.46, -2.80, 4.41], [-2.80, -1.65, 5.32], [-2.78, -1.83, 6.70], [-3.08, -0.78, 7.56], [-3.40, 0.46, 7.04], [-3.42, 0.65, 5.67], [-3.13, -0.40, 4.81], [-2.28, 0.40, -1.11], [-3.25, 0.22, -2.11], [-3.24, 0.95, -3.28], [-2.26, 1.93, -3.45], [-1.31, 2.15, -2.49], [-1.25, 1.36, -1.31], [-0.28, 1.57, -0.48], [-3.88, -0.91, 1.58], [-4.54, -0.36, 0.02], [-3.83, -1.98, 0.20], [-3.01, -2.75, 3.48], [-2.69, -3.75, 4.90], [-2.53, -2.80, 7.11], [-3.06, -0.94, 8.63], [-3.63, 1.29, 7.71], [-3.67, 1.62, 5.26], [-3.13, -0.25, 3.74], [-4.01, -0.53, -1.98], [-3.99, 0.77, -4.04], [-2.25, 2.54, -4.35], [-0.54, 2.90, -2.61], [2.91, 1.34, -6.19], [1.67, 0.66, -6.12], [1.43, 0.19, -4.71], [0.28, -0.54, -4.41], [0.06, -0.92, -3.10], [0.89, -0.63, -2.11], [2.00, 0.04, -2.40], [2.31, 0.48, -3.68], [2.91, 0.35, -1.26], [4.27, 0.56, -1.49], [5.11, 0.88, -0.44], [6.59, 1.11, -0.67], [7.12, 0.31, -1.71], [4.56, 1.00, 0.83], [3.21, 0.78, 0.99], [2.40, 0.44, -0.02], [3.04, 1.66, -7.09], [1.66, -0.21, -6.79], [0.84, 1.32, -6.41], [-0.44, -0.79, -5.17], [-0.84, -1.47, -2.84], [3.19, 1.07, -3.89], [4.67, 0.45, -2.48], [7.13, 0.97, 0.27], [6.74, 2.14, -0.98], [7.00, -0.62, -1.49], [5.16, 1.26, 1.69], [2.74, 0.85, 1.96]]
}

Record 4
{
  "formula": "C30H28N8NiS2",
  "method": "wB97M-V/def2-TZVPD",
  "lumo_energy_ha": [-0.0512, -0.0452],
  "fmax_ev_per_a": 1.8,
  "e_tot_ha": -3902.6122,
  "species": ["Ni", "S", "C", "N", "N", "C", "C", "C", "C", "C", "C", "N", "N", "C", "C", "C", "C", "C", "C", "H", "H", "H", "H", "H", "H", "H", "H", "H", "H", "H", "C", "C", "C", "N", "N", "C", "N", "S", "H", "H", "H", "H", "H", "H", "H", "N", "C", "C", "C", "C", "C", "C", "C", "C", "C", "C", "C", "C", "C", "H", "H", "H", "H", "H", "H", "H", "H", "H", "H"],
  "xyz": [[0.19, 0.94, -0.56], [2.43, 0.86, -0.19], [1.71, 0.75, 1.42], [2.22, 0.36, 2.49], [3.56, 0.07, 2.47], [4.09, -0.71, 3.50], [3.36, -1.00, 4.65], [3.94, -1.78, 5.65], [5.23, -2.27, 5.53], [5.95, -1.97, 4.38], [5.40, -1.19, 3.37], [0.28, 0.94, 1.37], [-0.09, 2.15, 1.06], [-1.50, 2.36, 1.28], [-1.91, 2.55, 2.60], [-3.24, 2.80, 2.88], [-4.18, 2.89, 1.85], [-3.76, 2.72, 0.54], [-2.42, 2.46, 0.25], [4.05, 0.12, 1.60], [2.36, -0.62, 4.74], [3.36, -2.00, 6.54], [5.66, -2.88, 6.31], [6.97, -2.34, 4.27], [5.97, -0.96, 2.48], [-1.17, 2.49, 3.39], [-3.55, 2.94, 3.91], [-5.22, 3.08, 2.08], [-4.48, 2.80, -0.28], [-2.10, 2.35, -0.77], [1.47, 5.94, -4.12], [0.10, 5.48, -3.59], [0.04, 4.00, -3.36], [0.15, 3.43, -2.22], [0.11, 2.04, -2.30], [-0.03, 1.59, -3.51], [-0.06, 0.27, -3.83], [-0.11, 2.85, -4.68], [1.47, 7.01, -4.29], [1.71, 5.44, -5.06], [2.25, 5.70, -3.40], [-0.68, 5.77, -4.29], [-0.11, 5.95, -2.63], [-0.14, -0.37, -3.06], [-0.47, -0.01, -4.70], [-0.51, -0.73, -0.99], [-1.04, -1.86, -0.97], [-0.21, -3.09, -0.73], [1.15, -3.07, -1.04], [1.93, -4.18, -0.77], [1.36, -5.31, -0.18], [0.01, -5.32, 0.13], [-0.78, -4.22, -0.15], [-2.52, -1.98, -1.22], [-3.40, -1.09, -0.60], [-4.75, -1.14, -0.90], [-5.22, -2.05, -1.84], [-4.35, -2.94, -2.46], [-2.99, -2.91, -2.14], [1.59, -2.18, -1.47], [2.99, -4.17, -1.01], [1.98, -6.17, 0.04], [-0.43, -6.20, 0.60], [-1.84, -4.22, 0.10], [-3.01, -0.38, 0.12], [-5.44, -0.46, -0.41], [-6.28, -2.07, -2.09], [-4.71, -3.65, -3.18], [-2.31, -3.61, -2.60]]
}